[1]
20
Properties=species:S:1:pos:R:3:mulliken_charge:R:1 method="wB97M-V/def2-TZVPD" max_force_ev_per_a=3.6 lumo_ev=-3.73 e_above_lowest_kcal_mol=26.2 homo_ev=-12.9483 orbital_gap_ha=0.3387 total_charge=+1
C 2.0296 -0.6528 -0.5692 0.0264
N 1.4230 -1.2456 -1.6514 -0.1778
C 1.6408 -0.8995 -3.0354 -0.7338
O 2.7541 0.3606 -0.5373 -0.5919
H 1.7814 -1.2728 0.3220 0.3818
H 0.9894 -2.1352 -1.3969 0.2538
H 2.0532 0.1306 -3.1097 0.2824
H 0.7315 -0.9471 -3.6821 0.2707
H 2.3864 -1.5903 -3.4389 0.3017
C -2.7950 -0.1228 1.1300 -0.7598
N -1.5220 0.5798 1.0031 -0.1602
C -1.0083 1.1742 2.0666 0.2763
N 0.1799 1.7929 2.0740 -0.2643
H -2.6226 -1.1818 0.6861 0.2958
H -3.6493 0.5096 0.7328 0.3101
H -3.0084 -0.2295 2.1579 0.3049
H -1.1144 0.6797 0.0707 0.2557
H -1.5155 1.1342 3.0243 0.3010
H 0.7372 1.8051 1.2391 0.1980
H 0.5290 2.1106 2.9143 0.2294

[2]
40
Properties=species:S:1:pos:R:3:mulliken_spin:R:1 method="wB97M-V/def2-TZVPD" max_force_ev_per_a=0.5 lumo_ev="2.86 / 2.87" e_above_lowest_kcal_mol=0.0 homo_ev="-3.9828 / -3.9839" orbital_gap_ha="0.2513 / 0.2520" multiplicity=2 total_charge=-1
Cr 0.4731 -0.2677 1.2091 1.0962
N 2.9663 -3.5262 2.6838 -0.0004
C 1.9508 -2.6718 2.3146 0.0014
S 2.2762 -0.9657 2.4593 -0.0270
N 0.8641 -3.2127 1.8729 -0.0078
N -0.0819 -2.2632 1.4919 -0.0253
C -1.2578 -2.7470 1.3542 0.0119
C -2.4377 -1.9614 1.0482 0.0178
C -3.6523 -2.6338 0.8702 -0.0004
C -4.8301 -1.9553 0.6383 -0.0012
C -4.8021 -0.5596 0.5973 0.0008
C -3.6221 0.1268 0.7817 -0.0013
C -2.4113 -0.5540 1.0057 -0.0086
O -1.3205 0.1604 1.1680 -0.0089
H 3.6481 -3.1470 3.3166 -0.0001
H 2.6783 -4.4757 2.8576 0.0004
H -1.3840 -3.8166 1.5110 0.0012
H -3.6487 -3.7176 0.9172 -0.0007
H -5.7580 -2.4935 0.4963 0.0001
H -5.7168 -0.0058 0.4198 0.0000
H -3.5830 1.2082 0.7567 0.0006
O 3.3759 0.9563 -0.6059 -0.0008
C 2.8939 2.1158 -1.2458 0.0031
C 1.3895 2.0819 -1.5450 0.0039
C 1.1590 3.1418 -2.6495 -0.0009
O 1.6496 2.8187 -3.9471 -0.0003
C 0.5478 2.6059 -0.3578 -0.0025
Se 1.1102 2.1363 1.4593 0.0030
C 0.8458 0.7536 -2.0767 -0.0029
Se 0.8713 -0.9113 -1.0204 -0.0429
H 3.8564 1.2157 0.1842 -0.0002
H 3.4664 2.2432 -2.1797 0.0003
H 3.0677 3.0128 -0.6406 -0.0006
H 1.5906 4.0943 -2.3114 -0.0002
H 0.0849 3.2915 -2.7735 0.0006
H 2.5608 2.5240 -3.8536 0.0000
H -0.4822 2.2663 -0.4800 -0.0004
H 0.5364 3.6996 -0.3963 -0.0024
H 1.3332 0.5080 -3.0212 -0.0049
H -0.2078 0.9248 -2.3093 -0.0005

[3]
14
Properties=species:S:1:pos:R:3:mulliken_spin:R:1 method="wB97M-V/def2-TZVPD" max_force_ev_per_a=7.8 lumo_ev="-5.12 / -5.12" e_above_lowest_kcal_mol=21.4 homo_ev="-14.2048 / -13.6320" orbital_gap_ha="0.3338 / 0.3127" multiplicity=2 total_charge=+1
O 0.7623 0.0960 3.2318 0.8874
C 1.6612 0.4492 2.2499 -0.0178
C 0.9046 1.0702 1.0536 0.0633
C -0.3291 0.2032 0.7487 0.0167
C -0.6223 0.1049 -0.6608 -0.0003
O -1.5902 -0.5262 -1.1294 -0.0003
Tl -2.1401 -1.3291 -2.7833 0.0002
H -0.1764 -0.8458 1.0725 0.0000
H 2.2156 -0.4369 1.8454 -0.0044
H 2.3880 1.2241 2.5936 0.0546
H 1.5802 1.2149 0.1961 -0.0013
H 0.5585 2.0672 1.3701 0.0011
H -0.9811 0.3183 1.7740 -0.0014
H 0.2022 0.3633 -1.3523 0.0022